Here is a structure of composition C29H47Cl2FFeN3O4Si in a non-equilibrium geometry from the Open Molecules 2025 dataset. Energies are from the ωB97M-V functional and the def2-TZVPD basis.

Geometry (Å):
C1 1.133 -1.978 -4.391
C2 1.841 -0.816 -3.792
H1 1.079 -1.903 -5.478
H2 0.112 -2.007 -3.990
H3 1.649 -2.915 -4.126
C3 2.461 0.145 -4.501
C4 2.382 0.244 -5.994
H4 3.118 0.886 -4.028
H5 1.514 -0.301 -6.415
H6 3.299 -0.168 -6.456
H7 2.311 1.301 -6.311
Fe1 -0.662 -0.561 -0.174
Cl1 -3.040 -0.977 -0.270
C5 2.106 0.964 1.339
O1 0.970 0.954 0.837
N1 2.648 2.018 1.988
C6 1.891 3.236 2.199
C7 4.038 2.051 2.416
H8 2.799 0.099 1.285
H9 0.829 3.039 2.053
H10 2.201 4.033 1.510
H11 2.071 3.594 3.219
H12 4.436 1.033 2.402
H13 4.100 2.468 3.433
H14 4.657 2.671 1.746
H15 -2.959 -0.033 5.008
H16 -3.366 -2.709 4.678
C8 -3.258 0.023 3.953
C9 -3.625 -2.411 3.646
N2 -2.900 -1.204 3.266
H17 -2.746 0.854 3.465
C10 -1.894 -1.245 2.386
O2 -1.154 -0.280 2.070
H18 -3.346 -3.229 2.969
H19 -1.787 -2.223 1.889
H20 -4.347 0.162 3.913
H21 -4.714 -2.243 3.592
H22 -0.708 0.354 -3.827
H23 1.178 2.690 -4.119
C11 -1.269 1.236 -3.481
C12 0.303 3.138 -3.616
N3 -0.399 2.169 -2.783
H24 -2.054 0.906 -2.792
C13 -0.475 2.284 -1.438
O3 -1.148 1.515 -0.729
H25 0.648 3.971 -2.991
H26 0.105 3.134 -1.039
H27 -1.702 1.750 -4.348
H28 -0.381 3.508 -4.395
O4 0.561 -0.681 -1.834
C14 1.847 -0.822 -2.276
C15 2.614 1.551 -1.703
C16 2.833 0.179 -1.652
H29 1.629 1.907 -2.034
C17 3.653 2.445 -1.404
H30 2.302 -1.803 -2.028
C18 4.016 -0.346 -1.130
H31 3.495 3.529 -1.551
C19 4.863 1.920 -0.919
C20 5.052 0.531 -0.801
H32 4.090 -1.438 -1.043
H33 5.658 2.616 -0.621
H34 5.992 0.121 -0.421
Si1 -3.387 -2.971 -1.609
Cl2 -1.392 -2.613 -2.289
C21 -4.880 -1.898 -2.077
C22 -3.097 -4.214 -0.242
C23 -4.252 -4.365 -2.740
H35 -4.730 -0.809 -2.098
H36 -5.583 -2.120 -1.265
H37 -5.350 -2.189 -3.026
H38 -4.700 -3.929 -3.642
H39 -5.068 -4.718 -2.092
H40 -3.609 -5.213 -3.002
H41 -2.410 -3.889 0.545
H42 -2.734 -5.181 -0.630
H43 -4.082 -4.374 0.215
F1 3.314 -5.021 2.065
C24 2.442 -4.034 1.672
C25 2.178 -2.980 2.545
C26 1.270 -1.967 2.134
C27 0.693 -2.047 0.887
C28 0.943 -3.112 0.064
C29 1.862 -4.118 0.416
H44 2.676 -2.925 3.515
H45 1.038 -1.164 2.838
H46 0.400 -3.201 -0.866
H47 2.098 -4.920 -0.272

Calculated values
**Lowest unoccupied orbital energy (spin up / spin down)**: 0.437 / -0.534 eV
**Multiplicity**: 6
**Largest force on an atom**: 3.22 eV/A
**Gap between HOMO and LUMO (spin up / spin down)**: 0.3111 / 0.2753 hartree
**ΔE to the lowest compared entry with this formula, charge and spin**: 273.3 kJ/mol

Here is a cluster of 9 separate species, C35H56N2O21 in total in a non-equilibrium geometry from the Open Molecules 2025 dataset. Energies are from the ωB97M-V functional and the def2-TZVPD basis.

Geometry (Å):
C1 -4.296 0.622 3.789
C2 -3.928 -0.629 4.557
C3 -2.529 -1.141 4.117
O1 -1.638 -0.575 4.995
C4 -2.237 -0.259 6.163
O2 -1.704 0.009 7.247
O3 -3.502 -0.351 5.946
H1 -5.091 0.978 4.379
H2 -4.628 0.398 2.757
H3 -3.444 1.206 3.815
H4 -4.750 -1.366 4.505
H5 -2.425 -0.900 3.047
H6 -2.507 -2.272 4.245
C5 0.435 -3.696 -1.898
C6 1.650 -4.653 -1.878
C7 2.442 -4.566 -0.597
O4 1.918 -5.683 0.019
C8 1.410 -6.521 -0.769
O5 1.040 -7.643 -0.484
O6 1.273 -6.004 -1.966
H7 -0.114 -3.820 -0.958
H8 -0.218 -3.581 -2.807
H9 0.867 -2.693 -1.799
H10 2.121 -4.368 -2.759
H11 2.286 -3.659 0.047
H12 3.508 -4.763 -0.715
C9 -0.341 1.919 3.182
C10 1.038 2.660 3.086
C11 1.630 3.064 1.736
O7 1.935 4.359 1.923
C12 1.451 4.828 3.016
O8 1.528 5.984 3.348
O9 0.905 3.913 3.720
H13 -1.095 2.472 2.682
H14 -0.653 1.817 4.236
H15 -0.379 1.015 2.618
H16 1.744 2.051 3.501
H17 1.007 3.222 0.849
H18 2.454 2.453 1.440
C13 3.132 1.118 -2.211
C14 3.013 -0.229 -1.395
C15 3.879 -0.321 -0.203
O10 3.066 -0.849 0.777
C16 1.834 -0.671 0.387
O11 0.822 -0.699 1.145
O12 1.781 -0.328 -0.818
H19 4.068 1.376 -2.674
H20 2.765 1.899 -1.485
H21 2.445 1.210 -3.072
H22 3.189 -1.129 -2.021
H23 4.192 0.695 0.062
H24 4.877 -0.826 -0.339
C17 -1.009 -6.346 1.665
C18 -1.584 -5.067 2.280
C19 -0.647 -3.866 2.101
O13 -1.517 -2.937 1.519
C20 -2.666 -3.366 1.205
O14 -3.506 -2.617 0.662
O15 -2.761 -4.687 1.543
H25 -1.368 -6.609 0.653
H26 -1.084 -7.293 2.214
H27 0.036 -6.132 1.433
H28 -1.732 -5.260 3.319
H29 0.216 -4.015 1.380
H30 -0.299 -3.407 3.045
C21 -3.636 4.199 2.560
C22 -2.456 5.289 2.570
C23 -2.708 6.442 1.633
O16 -2.240 7.554 2.377
C24 -2.066 7.279 3.647
O17 -1.743 8.101 4.500
O18 -2.232 6.056 3.817
H31 -4.598 4.334 3.054
H32 -3.330 3.311 3.125
H33 -3.752 3.814 1.590
H34 -1.557 4.844 2.151
H35 -3.716 6.421 1.408
H36 -2.001 6.378 0.826
C25 2.174 -2.138 -4.844
O19 3.477 -2.542 -5.060
C26 3.711 -3.647 -5.825
O20 2.673 -4.629 -6.064
O21 4.930 -3.563 -6.465
C27 5.310 -4.479 -7.383
H37 1.684 -2.330 -3.865
H38 1.446 -2.040 -5.705
H39 2.398 -1.135 -4.696
H40 5.050 -5.561 -7.023
H41 6.326 -4.330 -7.581
H42 4.860 -4.181 -8.354
C28 -2.829 0.836 0.541
C29 -1.773 0.863 -0.597
C30 -1.571 -0.468 -1.291
C31 -0.785 -0.407 -2.506
N1 -0.146 -0.421 -3.465
H43 -3.778 0.625 -0.016
H44 -2.934 1.783 1.093
H45 -2.647 0.101 1.310
H46 -0.932 1.079 -0.046
H47 -1.846 1.724 -1.291
H48 -2.496 -0.828 -1.649
H49 -1.230 -1.210 -0.674
C32 1.596 3.674 -4.626
C33 0.371 3.621 -3.598
C34 0.019 5.015 -2.901
C35 -0.631 4.713 -1.637
N2 -1.061 4.408 -0.622
H50 2.512 3.482 -4.187
H51 1.775 4.490 -5.229
H52 1.640 2.838 -5.288
H53 0.642 2.972 -2.800
H54 -0.534 3.188 -4.099
H55 -0.705 5.483 -3.549
H56 0.979 5.570 -2.731

Calculated values
**SMILES string**: C[C@H]1COC(=O)O1.C[C@H]1COC(=O)O1.C[C@H]1COC(=O)O1.C[C@H]1COC(=O)O1.C[C@H]1COC(=O)O1.C[C@H]1COC(=O)O1.COC(=O)OC.CCCC#N.CCCC#N
**Lowest unoccupied orbital energy**: -0.256 eV
**Largest force on an atom**: 9.51 eV/A
**Gap between HOMO and LUMO**: 0.3541 hartree
**ΔE to the lowest compared entry with this formula, charge and spin**: 332.0 kJ/mol

Here is a cluster of 5 separate species, C4H16BrO4 in total in a non-equilibrium geometry from the Open Molecules 2025 dataset. Energies are from the ωB97M-V functional and the def2-TZVPD basis.

Geometry (Å):
Br1 -1.812 -1.678 0.907
C1 -4.307 0.917 -3.736
O1 -4.856 0.144 -2.707
H1 -3.439 1.508 -3.445
H2 -4.027 0.234 -4.538
H3 -5.113 1.610 -3.980
H4 -4.176 -0.421 -2.332
C2 3.477 0.644 2.345
O2 2.960 -0.634 2.634
H5 4.558 0.547 2.252
H6 3.071 0.893 1.365
H7 3.150 1.418 3.039
H8 2.011 -0.526 2.533
C3 2.642 -4.492 -0.280
O3 1.353 -5.075 -0.490
H9 2.458 -3.418 -0.265
H10 3.029 -4.598 0.734
H11 3.229 -4.786 -1.150
H12 0.659 -4.455 -0.254
C4 -0.620 3.974 1.305
O4 -1.756 3.273 0.873
H13 -0.008 4.174 0.426
H14 -0.899 4.931 1.748
H15 0.052 3.484 2.011
H16 -1.635 2.330 1.006

Calculated values
**Lowest unoccupied orbital energy**: 2.885 eV
**Net charge**: -1
**Largest force on an atom**: 2.27 eV/A
**Gap between HOMO and LUMO**: 0.2569 hartree
**ΔE to the lowest compared entry with this formula, charge and spin**: 154.5 kJ/mol

Here is a structure of composition C11H23BrNO2P2Ru in a non-equilibrium geometry from the Open Molecules 2025 dataset. Energies are from the ωB97M-V functional and the def2-TZVPD basis.

Geometry (Å):
Ru1 -0.996 -0.552 1.135
P1 0.495 -2.012 0.476
C1 0.522 -1.857 -1.382
C2 -0.530 -0.848 -1.823
N1 -1.220 -0.139 -0.901
C3 -1.790 1.050 -1.209
C4 -2.125 1.322 -2.533
C5 -1.631 0.476 -3.519
C6 -0.769 -0.564 -3.170
C7 -2.090 1.979 -0.055
P2 -0.913 1.597 1.370
H1 -0.273 -1.211 -3.891
H2 -2.707 2.216 -2.745
H3 -1.864 0.650 -4.566
H4 -1.964 3.044 -0.301
H5 -3.119 1.839 0.321
H6 1.515 -1.590 -1.720
H7 0.331 -2.856 -1.849
H8 3.104 0.555 -1.166
O1 3.216 0.233 -2.070
H9 3.986 -0.368 -2.020
H10 1.905 0.403 1.538
O2 2.716 0.775 1.166
H11 3.217 1.013 1.976
C8 0.372 2.860 1.105
H12 -0.092 3.736 0.632
H13 0.789 3.141 2.081
H14 1.170 2.442 0.483
C9 -1.784 2.266 2.826
H15 -1.068 2.295 3.661
H16 -2.147 3.282 2.600
H17 -2.615 1.600 3.099
C10 -0.505 -3.549 0.608
H18 -0.082 -4.281 -0.089
H19 -0.474 -3.921 1.639
H20 -1.544 -3.319 0.338
C11 2.141 -2.568 1.038
H21 2.037 -3.069 2.007
H22 2.559 -3.281 0.316
H23 2.826 -1.721 1.153
Br1 -0.600 -1.068 3.445

Calculated values
**Lowest unoccupied orbital energy (spin up / spin down)**: -7.819 / -10.613 eV
**Multiplicity**: 6
**Net charge**: +2
**Largest force on an atom**: 4.76 eV/A
**Gap between HOMO and LUMO (spin up / spin down)**: 0.1793 / 0.2272 hartree
**ΔE to the lowest compared entry with this formula, charge and spin**: 23.5 kJ/mol